This record from the OMol25 dataset describes a molecular structure, C15H16CoN4O4SSi. The level of theory is ωB97M-V/def2-TZVPD.

CARTESIAN COORDINATES (ANGSTROEM)
1 Co 0.568 -0.606 -0.692
2 O -1.879 1.767 6.138
3 N -1.493 2.246 5.094
4 O -1.413 3.435 4.880
5 C -1.110 1.313 4.001
6 C -1.179 0.005 4.302
7 C -0.854 -0.998 3.332
8 C -0.908 -2.380 3.597
9 C -0.578 -3.270 2.609
10 C -0.210 -2.768 1.351
11 N -0.175 -1.479 1.081
12 C -0.469 -0.596 2.063
13 C -0.353 0.812 1.754
14 N 0.093 1.095 0.518
15 C 0.191 2.348 0.132
16 C -0.133 3.398 0.995
17 C -0.557 3.133 2.273
18 C -0.685 1.795 2.700
19 H -1.496 -0.291 5.291
20 H -1.202 -2.728 4.579
21 H -0.591 -4.337 2.779
22 H 0.075 -3.431 0.543
23 H 0.528 2.496 -0.886
24 H -0.037 4.419 0.654
25 H -0.794 3.941 2.942
26 C -0.635 -1.722 -4.109
27 Si 0.354 -0.154 -3.813
28 C -0.292 1.215 -4.922
29 C 2.129 -0.475 -4.313
30 O 0.190 0.329 -2.268
31 H -0.566 -2.070 -5.142
32 H -1.689 -1.549 -3.880
33 H -0.271 -2.526 -3.463
34 H -0.238 0.969 -5.984
35 H 0.300 2.120 -4.760
36 H -1.332 1.449 -4.681
37 H 2.178 -0.652 -5.391
38 H 2.557 -1.339 -3.804
39 H 2.752 0.394 -4.088
40 O 3.950 -1.140 0.244
41 S 3.350 -2.143 -0.640
42 N 1.926 -2.025 -1.014

Forces on the atoms, in the same order (eV/Å):
Co 0.3 0.1 -0.4
O 0.1 -0.1 0.0
N -0.1 -0.1 0.0
O 0.0 0.2 0.0
C 0.0 0.2 -0.1
C 0.0 -0.3 0.0
C -0.1 0.0 0.3
C 0.0 0.0 0.1
C 0.0 0.2 -0.1
C 0.0 -0.1 0.0
N -0.1 0.0 0.2
C 0.1 0.0 -0.3
C 0.0 0.0 0.1
N 0.1 -0.1 0.0
C 0.0 0.0 0.0
C 0.0 0.0 0.0
C 0.0 0.1 -0.1
C 0.0 -0.1 0.1
H 0.0 0.0 0.0
H 0.0 0.0 0.0
H 0.0 0.0 0.0
H 0.0 0.0 0.0
H 0.0 0.0 0.0
H 0.0 0.0 0.0
H 0.0 0.0 0.0
C 0.0 0.0 0.0
Si -0.1 0.0 -0.2
C 0.0 0.0 0.1
C 0.0 0.0 0.1
O 0.1 -0.2 0.2
H 0.0 0.0 0.0
H 0.0 0.0 0.0
H 0.0 0.0 0.0
H 0.0 0.0 0.0
H 0.0 0.0 0.0
H 0.0 0.0 0.0
H 0.0 0.0 0.0
H 0.0 0.0 0.0
H 0.0 0.0 0.0
O 0.0 0.0 0.0
S -0.1 0.2 0.2
N -0.2 0.2 0.0

The spin multiplicity is 4. The calculation puts the LUMO energy (spin up / spin down) at -0.0668 / -0.0664 Ha. As for the energy relative to the best compared isomer or geometry (same formula, charge and spin): 27.88 kJ/mol. The value obtained for the gap between HOMO and LUMO (spin up / spin down) is 6.70 / 7.18 eV.


This record from the OMol25 dataset describes a single C6H12N2O molecule at a distorted geometry. The level of theory is ωB97M-V/def2-TZVPD.

CARTESIAN COORDINATES (ANGSTROEM)
1 C -0.757 -1.714 0.317
2 C -0.828 -0.554 -0.707
3 C 0.480 0.083 -0.926
4 O 0.613 1.430 -1.228
5 C 1.370 0.933 -0.175
6 C 1.151 1.463 1.188
7 N 1.709 0.597 2.208
8 C -1.817 -0.704 -1.816
9 N -2.079 0.205 -0.705
10 H -0.091 -2.455 -0.252
11 H -0.156 -1.281 1.168
12 H -1.656 -2.179 0.592
13 H 1.081 -0.664 -1.476
14 H 2.460 0.739 -0.396
15 H 1.671 2.427 1.302
16 H 0.022 1.681 1.216
17 H 1.317 -0.353 2.288
18 H 1.609 1.154 3.048
19 H -2.399 -1.630 -1.873
20 H -1.724 -0.357 -2.819
21 H -1.975 1.179 -0.954

Forces on the atoms, in the same order (eV/Å):
C 3.7 1.1 -1.6
C -1.9 -0.3 0.9
C 0.6 -2.4 -0.8
O -0.2 1.1 -1.5
C 2.2 -0.5 1.2
C -1.8 0.6 -0.2
N -0.1 0.1 0.1
C -0.2 -0.7 0.3
N -0.4 -0.3 0.5
H -0.8 0.5 1.2
H -0.9 -0.9 -0.5
H -1.3 -0.3 0.3
H -0.1 0.7 -0.6
H -1.1 0.4 0.1
H -0.2 -0.2 -0.2
H 1.2 -0.3 0.5
H 0.0 1.0 0.0
H 0.1 -0.9 0.4
H 0.0 0.2 0.6
H 0.7 0.8 -0.4
H 0.3 0.0 -0.2

The spin multiplicity is 1. The calculation puts the LUMO energy at 0.0373 Ha. Its structure (SMILES) is C[C@@]1([C@H]2O[C@H]2CN)CN1. As for the energy relative to the best compared isomer or geometry (same formula, charge and spin): 326.62 kJ/mol. The value obtained for the gap between HOMO and LUMO is 10.12 eV.


This record from the OMol25 dataset describes a single C5H11P molecule at a distorted geometry. The level of theory is ωB97M-V/def2-TZVPD.

CARTESIAN COORDINATES (ANGSTROEM)
1 C -2.829 0.274 0.827
2 P -2.157 0.349 -0.673
3 C -0.187 -0.196 0.043
4 C 0.093 -1.610 -0.477
5 C 0.615 0.889 -0.509
6 C 2.094 0.824 0.005
7 H -3.944 0.189 1.056
8 H -2.341 0.399 1.729
9 H -0.203 -0.056 1.071
10 H 0.992 -1.877 0.002
11 H -0.545 -2.411 -0.250
12 H 0.108 -1.711 -1.496
13 H 0.503 0.619 -1.636
14 H 0.359 1.950 -0.241
15 H 2.097 1.174 1.124
16 H 2.855 1.355 -0.442
17 H 2.489 -0.162 -0.133

Forces on the atoms, in the same order (eV/Å):
C -3.3 0.0 -0.7
P 2.1 -1.5 1.3
C -4.0 0.4 -2.0
C 0.0 1.6 2.2
C 2.8 0.9 -2.5
C -1.8 -0.7 2.4
H 1.3 0.5 -0.8
H 1.5 -0.3 1.6
H -0.5 -0.6 2.2
H 1.6 -0.6 0.0
H -1.6 -0.6 1.2
H 0.7 0.4 -2.8
H 0.8 1.5 1.3
H -0.8 -1.2 -0.6
H 0.0 -1.0 -1.9
H 1.1 2.0 -1.5
H 0.0 -1.0 0.6

The spin multiplicity is 1. The calculation puts the LUMO energy at 0.0143 Ha. Its structure (SMILES) is C=P[C@@H](C)CC. As for the energy relative to the best compared isomer or geometry (same formula, charge and spin): 220.39 kJ/mol. The value obtained for the gap between HOMO and LUMO is 8.90 eV.


This record from the OMol25 dataset describes a molecular structure, CCsF3O3S at a distorted geometry. The level of theory is ωB97M-V/def2-TZVPD.

CARTESIAN COORDINATES (ANGSTROEM)
1 Cs 2.378 2.813 0.687
2 C -0.866 -0.947 -0.399
3 F -1.908 -1.080 0.410
4 F -0.320 -2.146 -0.579
5 F -1.307 -0.519 -1.581
6 S 0.320 0.252 0.278
7 O 1.348 0.400 -0.741
8 O -0.502 1.442 0.405
9 O 0.856 -0.216 1.520

Forces on the atoms, in the same order (eV/Å):
Cs -0.2 -0.2 0.0
C 0.0 -0.3 -0.2
F -0.2 0.0 0.3
F 0.2 -0.3 0.0
F -0.1 0.1 -0.2
S 0.3 1.3 -0.4
O 0.1 -0.1 -0.5
O -0.1 0.3 0.1
O 0.0 -0.7 0.9

The spin multiplicity is 1. The calculation puts the LUMO energy at -0.0290 Ha. As for the energy relative to the best compared isomer or geometry (same formula, charge and spin): 0.00 kJ/mol. The value obtained for the gap between HOMO and LUMO is 8.71 eV.